No. 1
This record from the OMol25 dataset describes a structure of composition C38H63BF6N7O4PPbSi in a non-equilibrium geometry. The level of theory is ωB97M-V with the def2-TZVPD basis set.

Geometry as XYZ:
```
122
C38H63BF6N7O4PPbSi | the OMol25 dataset | ωB97M-V with the def2-TZVPD basis set
Pb -0.999 -0.178 -0.115
C -2.559 -2.839 3.383
C -2.592 -1.332 3.077
C -3.632 -0.646 3.968
C -1.222 -0.735 3.259
C -0.507 -0.568 4.445
C 0.700 0.008 4.091
C 1.744 0.412 5.099
C 1.780 1.938 5.247
C 3.132 -0.194 4.882
N 0.702 0.167 2.743
N -0.486 -0.296 2.243
B 1.826 0.646 1.756
N 2.198 -0.558 0.823
N 1.255 -1.195 0.054
C 1.868 -2.218 -0.550
C 3.213 -2.239 -0.186
C 3.391 -1.183 0.689
C 4.678 -0.846 1.395
C 5.072 -1.996 2.332
C 5.796 -0.596 0.376
C 1.214 -3.326 -1.346
C 0.835 -4.452 -0.363
C 0.031 -2.932 -2.254
N 1.394 1.877 0.892
N 0.276 1.820 0.106
C 0.145 2.991 -0.524
C 1.203 3.817 -0.150
C 1.984 3.087 0.728
C 3.338 3.574 1.195
C 3.587 3.633 2.701
C 4.445 2.791 0.484
C -0.952 3.313 -1.513
C -0.378 4.104 -2.694
C -2.084 4.136 -0.881
H -3.442 -3.342 2.974
H -1.653 -3.317 2.990
H -2.558 -3.003 4.463
H -2.888 -1.178 2.033
H -3.412 -0.827 5.023
H -3.647 0.430 3.803
H -4.629 -1.039 3.753
H -0.820 -0.825 5.447
H 1.377 0.005 6.040
H 1.856 2.417 4.274
H 0.866 2.297 5.727
H 2.631 2.248 5.859
H 3.652 0.254 4.035
H 3.742 -0.031 5.774
H 3.061 -1.271 4.716
H 2.783 0.963 2.385
H 3.960 -2.953 -0.510
H 4.542 0.051 1.995
H 5.256 -2.909 1.760
H 5.987 -1.744 2.875
H 4.285 -2.203 3.059
H 6.012 -1.507 -0.187
H 5.525 0.186 -0.336
H 6.711 -0.293 0.891
H 2.009 -3.725 -1.976
H 0.187 -4.075 0.439
H 0.325 -5.268 -0.883
H 1.726 -4.860 0.116
H -0.787 -3.656 -2.188
H -0.368 -1.943 -2.031
H 0.338 -2.909 -3.302
H 1.401 4.827 -0.479
H 3.378 4.602 0.834
H 3.742 2.641 3.127
H 4.490 4.219 2.891
H 2.759 4.117 3.222
H 4.413 1.743 0.778
H 4.329 2.847 -0.602
H 5.426 3.196 0.746
H -1.370 2.365 -1.878
H -0.015 5.077 -2.354
H 0.453 3.585 -3.176
H -1.156 4.284 -3.438
H -1.681 5.040 -0.417
H -2.796 4.436 -1.654
H -2.629 3.570 -0.130
O -2.291 -2.875 0.138
H -2.330 -3.154 1.063
H -1.621 -3.433 -0.276
N -3.075 2.356 2.151
C -2.584 1.658 1.365
H -3.565 2.986 2.755
F -4.443 1.428 -1.690
P -5.791 1.416 -0.880
F -6.331 0.335 -1.885
F -6.883 0.959 0.137
F -6.465 2.665 -1.479
F -5.017 2.091 0.311
F -4.740 -0.553 0.068
C 2.072 1.292 -3.555
Si 0.391 0.656 -4.014
C -0.651 1.786 -5.163
C 0.745 -0.742 -5.320
O -0.521 0.128 -2.801
H 2.533 1.873 -4.359
H 2.729 0.448 -3.319
H 2.019 1.919 -2.656
H -0.016 2.621 -5.475
H -1.508 2.159 -4.597
H -1.001 1.232 -6.033
H 1.108 -0.251 -6.224
H -0.177 -1.302 -5.505
H 1.511 -1.392 -4.881
O -5.398 -2.628 -0.290
C -4.779 -1.714 -0.693
O -4.021 -1.463 -1.722
C -4.019 -2.247 -2.893
C -4.766 -3.396 -3.040
C -4.707 -4.053 -4.265
C -3.931 -3.559 -5.301
C -3.192 -2.395 -5.116
C -3.228 -1.730 -3.900
H -5.379 -3.775 -2.237
H -5.281 -4.961 -4.402
H -3.907 -4.071 -6.254
H -2.593 -1.998 -5.928
H -2.661 -0.823 -3.713
```

Values from the calculation:
Gap between HOMO and LUMO (alpha / beta)   9.753 / 5.333 eV
Total charge   +1
LUMO level (alpha / beta)   -1.5 / -5.9 eV
M   1073.03 g/mol
Energy above the lowest of the compared OMol25 structures with the same formula, charge and spin   35.6 kcal per mole
Max |F|   2.24 eV/A
E   -3617.88553 hartree
Multiplicity   2

***

No. 2
This record from the OMol25 dataset describes a cluster of 8 separate species, C38H64F9N8O19 in total in a non-equilibrium geometry. The level of theory is ωB97M-V with the def2-TZVPD basis set.

Geometry as XYZ:
```
138
C38H64F9N8O19 | the OMol25 dataset | ωB97M-V with the def2-TZVPD basis set
C -0.593 -0.665 2.568
C -0.079 -0.383 1.529
N 0.433 0.080 0.282
C 0.511 1.564 0.333
F 0.977 2.061 -0.796
F 1.427 1.843 1.282
C -0.745 2.411 0.740
F -1.144 2.226 1.999
F -0.259 3.684 0.725
C -1.955 2.476 -0.205
F -2.710 1.366 -0.132
F -1.582 2.612 -1.485
C -2.919 3.697 0.071
F -4.027 3.421 -0.642
F -3.282 3.790 1.336
F -2.448 4.830 -0.408
C -0.425 -0.492 -0.886
C -1.593 -1.369 -0.475
C -2.454 -1.780 -1.711
C -2.106 -3.210 -2.219
C -3.280 -4.211 -2.108
C -2.858 -5.598 -1.586
O -3.737 -6.064 -0.555
C -3.252 -5.680 0.722
C 0.438 -1.121 -2.003
O 1.011 -0.041 -2.684
C 1.302 -0.352 -4.053
C 0.181 0.165 -4.956
C 0.053 1.709 -4.802
O 1.402 -2.045 -1.568
C 1.624 -2.066 -0.161
C 2.836 -2.931 0.187
C 2.721 -3.271 1.669
C 3.457 -2.658 2.671
C 3.255 -2.995 4.014
C 2.300 -3.944 4.345
C 2.034 -4.298 5.797
C 1.563 -4.593 3.348
C 1.784 -4.238 2.024
C 1.843 -0.622 0.306
O 2.783 0.028 -0.451
C 3.983 0.407 0.235
C 5.071 0.520 -0.849
O 6.221 1.155 -0.335
C 6.964 0.353 0.574
C 7.147 1.117 1.901
H -0.893 -0.846 3.577
H -0.858 0.379 -1.383
H -2.299 -0.872 0.191
H -1.315 -2.297 0.025
H -2.262 -1.075 -2.525
H -3.506 -1.781 -1.434
H -1.749 -3.176 -3.251
H -1.262 -3.613 -1.645
H -4.092 -3.846 -1.479
H -3.663 -4.365 -3.118
H -1.837 -5.608 -1.186
H -2.894 -6.360 -2.366
H -2.812 -4.674 0.704
H -2.472 -6.380 1.046
H -4.081 -5.689 1.427
H -0.194 -1.641 -2.727
H 2.217 0.175 -4.329
H 1.498 -1.420 -4.189
H -0.783 -0.297 -4.725
H 0.443 -0.081 -5.988
H -0.182 2.190 -5.746
H 1.012 2.078 -4.429
H -0.703 1.910 -4.042
H 0.774 -2.556 0.321
H 3.782 -2.449 -0.066
H 2.774 -3.842 -0.408
H 4.204 -1.907 2.435
H 3.839 -2.470 4.748
H 2.939 -4.348 6.396
H 1.404 -3.506 6.219
H 1.446 -5.212 5.860
H 0.829 -5.343 3.609
H 1.180 -4.749 1.277
H 2.192 -0.660 1.341
H 3.873 1.396 0.684
H 4.303 -0.354 0.942
H 5.356 -0.498 -1.149
H 4.712 1.065 -1.719
H 7.962 0.140 0.183
H 6.488 -0.614 0.761
H 8.161 1.017 2.288
H 6.948 2.175 1.738
H 6.462 0.766 2.677
C -1.875 7.833 -0.222
N -2.578 9.139 -0.345
O -2.282 9.850 -1.280
O -3.402 9.390 0.507
H -1.173 7.739 -1.044
H -1.359 7.829 0.734
H -2.630 7.060 -0.262
C 2.642 -4.744 -3.552
N 1.753 -5.560 -2.680
O 2.053 -5.668 -1.505
O 0.785 -6.062 -3.201
H 3.459 -4.361 -2.951
H 3.007 -5.393 -4.342
H 2.043 -3.935 -3.959
C -5.576 1.044 -2.430
N -5.206 0.330 -3.683
O -5.757 -0.723 -3.910
O -4.368 0.859 -4.385
H -6.327 0.461 -1.907
H -4.674 1.146 -1.833
H -5.968 2.016 -2.717
C -0.237 5.710 -5.909
N 0.236 4.899 -7.064
O -0.221 3.779 -7.193
O 1.047 5.415 -7.796
H -0.955 5.122 -5.348
H 0.632 5.953 -5.305
H -0.695 6.610 -6.309
C -2.097 5.032 3.882
N -2.339 5.770 5.152
O -1.438 6.460 5.578
O -3.425 5.620 5.665
H -1.093 5.257 3.539
H -2.211 3.973 4.094
H -2.839 5.368 3.166
C -6.806 2.963 0.774
N -7.634 2.012 1.564
O -7.438 1.955 2.759
O -8.443 1.355 0.946
H -6.129 3.475 1.447
H -6.261 2.379 0.040
H -7.480 3.665 0.291
C 5.122 -2.849 8.721
N 4.673 -2.443 7.361
O 5.235 -2.938 6.403
O 3.766 -1.640 7.296
H 5.930 -3.564 8.616
H 5.456 -1.951 9.233
H 4.269 -3.290 9.227
```

Values from the calculation:
Gap between HOMO and LUMO   9.206 eV
Total charge   +1
LUMO level   -2.2 eV
M   1107.95 g/mol
Max |F|   2.30 eV/A
E   -4251.63471 hartree
Multiplicity   1

***

No. 3
This record from the OMol25 dataset describes a structure of composition C38H65AsN2PS7SiY in a non-equilibrium geometry. The level of theory is ωB97M-V with the def2-TZVPD basis set.

Geometry as XYZ:
```
116
C38H65AsN2PS7SiY | the OMol25 dataset | ωB97M-V with the def2-TZVPD basis set
Y 1.158 1.690 0.434
S 4.454 -1.126 2.403
As 3.822 0.911 2.047
S 3.539 1.008 -0.228
S 1.801 1.120 2.892
S 4.823 2.678 2.592
C 2.234 5.915 1.379
C 1.971 5.653 -0.090
C 1.892 6.949 -0.908
C 3.192 4.887 -0.603
Si 0.400 4.509 -0.311
C -0.032 4.355 -2.205
C 1.240 4.026 -2.995
C -0.672 5.560 -2.849
C -1.015 3.164 -2.327
C -1.072 5.354 0.738
C -2.428 4.722 0.441
C -1.139 6.814 0.511
C -0.802 5.159 2.249
H 3.287 6.235 1.536
H 2.222 4.970 1.940
H 1.597 6.633 1.886
H 2.796 7.563 -0.819
H 1.054 7.600 -0.635
H 1.825 6.705 -1.970
H 4.094 5.469 -0.328
H 3.254 4.797 -1.671
H 3.375 3.958 -0.085
H 1.793 4.956 -3.094
H 0.924 3.580 -3.950
H 1.876 3.295 -2.500
H -0.038 6.481 -2.734
H -1.627 5.749 -2.390
H -0.834 5.402 -3.941
H -0.563 2.271 -1.892
H -1.266 2.947 -3.351
H -1.968 3.315 -1.789
H -2.751 4.903 -0.600
H -3.179 4.966 1.223
H -2.326 3.618 0.530
H -1.345 7.119 -0.511
H -0.184 7.336 0.879
H -1.907 7.286 1.138
H -0.822 4.105 2.513
H -1.603 5.692 2.833
H 0.169 5.632 2.538
S -6.533 1.229 -0.920
C -5.053 0.844 -0.251
S -3.540 1.217 -1.080
C -2.685 0.301 0.104
N -3.426 -0.132 1.059
N -4.771 0.232 0.905
C -5.637 -0.216 1.946
C -5.029 -0.680 3.108
C -5.855 -1.054 4.143
C -7.242 -0.964 4.052
C -7.805 -0.421 2.915
C -7.000 -0.120 1.837
S -1.022 -0.014 -0.162
H -3.967 -0.629 3.130
H -5.397 -1.324 5.107
H -7.847 -1.212 4.934
H -8.877 -0.495 2.752
H -7.480 0.157 0.924
C -2.509 -4.624 -2.082
C -2.475 -3.415 -1.134
C -1.269 -3.440 -0.165
C 0.009 -3.839 -0.993
C -0.186 -3.715 -2.527
C -1.221 -4.721 -2.917
P 1.463 -2.891 -0.442
C 2.977 -3.795 -1.160
C 3.787 -2.790 -1.990
C 5.067 -3.399 -2.507
C 4.801 -4.731 -3.140
C 3.311 -5.097 -3.209
C 2.748 -5.171 -1.822
C 1.716 -3.482 1.311
C 0.880 -2.764 2.430
C 1.348 -3.105 3.842
C 1.762 -4.578 3.965
C 1.130 -5.402 2.873
C 1.637 -5.003 1.523
H -3.371 -4.549 -2.742
H -2.653 -5.559 -1.488
H -3.456 -3.365 -0.601
H -2.452 -2.444 -1.662
H -1.395 -4.214 0.612
H -1.276 -2.462 0.299
H 0.175 -4.933 -0.842
H 0.800 -3.989 -2.984
H -0.335 -2.643 -2.808
H -0.780 -5.748 -2.901
H -1.507 -4.567 -3.966
H 3.554 -4.029 -0.242
H 4.023 -1.900 -1.345
H 3.156 -2.430 -2.861
H 5.740 -3.550 -1.669
H 5.517 -2.657 -3.182
H 5.397 -5.541 -2.721
H 5.134 -4.712 -4.188
H 3.215 -6.059 -3.771
H 2.780 -4.380 -3.775
H 3.340 -5.880 -1.266
H 1.712 -5.577 -1.834
H 2.774 -3.173 1.455
H -0.187 -2.975 2.341
H 1.064 -1.701 2.195
H 0.522 -2.891 4.511
H 2.198 -2.482 4.136
H 1.451 -4.929 4.943
H 2.862 -4.694 3.993
H 0.011 -5.215 2.948
H 1.307 -6.476 3.036
H 1.011 -5.492 0.814
H 2.643 -5.473 1.278
```

Values from the calculation:
Gap between HOMO and LUMO   6.049 eV
Total charge   -2
LUMO level   3.7 eV
M   997.31 g/mol
Max |F|   2.71 eV/A
E   -7288.91240 hartree
Multiplicity   1

***

No. 4
This record from the OMol25 dataset describes a structure of composition C38H65CsN3O3S2Si. The level of theory is ωB97M-V with the def2-TZVPD basis set.

Geometry as XYZ:
```
113
C38H65CsN3O3S2Si | the OMol25 dataset | ωB97M-V with the def2-TZVPD basis set
Cs 0.904 0.889 0.128
C 2.865 2.344 2.292
C 3.750 1.437 1.650
C 3.870 1.878 0.296
C 3.065 3.041 0.166
C 2.450 3.334 1.392
C 1.576 4.534 1.702
C 0.590 4.812 0.562
C 0.768 4.307 2.983
C 2.456 5.775 1.901
C 4.627 1.299 -0.909
C 6.140 1.234 -0.660
C 4.088 -0.081 -1.340
C 4.457 2.207 -2.136
C 4.520 0.414 2.497
C 5.812 1.067 3.017
C 3.691 0.003 3.726
C 4.880 -0.909 1.814
H 2.585 2.303 3.333
H 2.928 3.601 -0.747
H -0.106 3.982 0.418
H 1.107 4.975 -0.384
H -0.008 5.703 0.778
H 0.127 3.426 2.891
H 0.129 5.169 3.193
H 1.422 4.152 3.843
H 3.037 5.979 1.001
H 3.160 5.615 2.720
H 1.848 6.657 2.130
H 6.418 0.581 0.163
H 6.510 2.233 -0.419
H 6.661 0.881 -1.556
H 4.063 -0.802 -0.529
H 4.691 -0.500 -2.152
H 3.071 0.010 -1.735
H 4.847 3.208 -1.947
H 3.411 2.304 -2.430
H 5.001 1.780 -2.984
H 5.572 1.973 3.577
H 6.471 1.354 2.199
H 6.359 0.383 3.675
H 3.498 0.841 4.394
H 4.232 -0.757 4.298
H 2.731 -0.422 3.420
H 5.525 -0.795 0.947
H 3.985 -1.449 1.504
H 5.412 -1.546 2.529
C 1.722 -5.670 0.136
N 0.842 -5.194 1.180
C -0.015 -5.972 1.924
C -0.676 -5.153 2.756
N -0.221 -3.854 2.529
C 0.729 -3.879 1.516
S 1.601 -2.685 0.764
C -0.809 -2.724 3.165
C -1.617 -2.913 4.290
C -2.254 -1.804 4.810
C -2.063 -0.560 4.227
C -1.196 -0.482 3.155
N -0.583 -1.543 2.630
H 1.701 -6.758 0.150
H 2.734 -5.310 0.315
H 1.392 -5.298 -0.834
H -0.085 -7.035 1.783
H -1.452 -5.381 3.459
H -1.752 -3.876 4.756
H -2.899 -1.917 5.672
H -2.550 0.328 4.604
H -1.001 0.458 2.654
C -2.405 -3.162 0.078
C -2.454 -2.549 -1.315
C -3.788 -2.857 -1.984
C -1.293 -3.070 -2.156
O -2.274 -1.151 -1.107
Si -2.668 0.150 -2.056
S -1.634 1.806 -1.513
O -2.417 -0.429 -3.601
C -2.858 0.094 -4.851
C -4.188 -0.567 -5.200
C -1.788 -0.301 -5.864
C -3.012 1.610 -4.822
O -4.336 0.289 -2.040
C -5.181 0.908 -1.077
C -5.249 2.407 -1.356
C -4.675 0.650 0.341
C -6.558 0.279 -1.264
H -2.461 -4.254 0.047
H -3.231 -2.783 0.683
H -1.470 -2.859 0.542
H -3.915 -3.940 -2.070
H -3.834 -2.418 -2.978
H -4.614 -2.454 -1.397
H -1.363 -4.157 -2.277
H -0.347 -2.837 -1.664
H -1.309 -2.604 -3.139
H -4.065 -1.651 -5.258
H -4.549 -0.210 -6.169
H -4.932 -0.343 -4.437
H -1.664 -1.385 -5.866
H -0.835 0.153 -5.593
H -2.058 0.023 -6.871
H -3.789 1.912 -4.120
H -3.288 1.969 -5.817
H -2.083 2.086 -4.512
H -4.255 2.845 -1.281
H -5.921 2.906 -0.653
H -5.626 2.572 -2.367
H -3.681 1.076 0.472
H -4.623 -0.423 0.533
H -5.350 1.103 1.073
H -6.895 0.420 -2.292
H -7.287 0.735 -0.591
H -6.518 -0.793 -1.062
```

Values from the calculation:
Gap between HOMO and LUMO   5.558 eV
Total charge   -1
LUMO level   1.8 eV
M   837.08 g/mol
Energy above the lowest of the compared OMol25 structures with the same formula, charge and spin   10.4 kcal per mole
Max |F|   0.77 eV/A
E   -2983.25209 hartree
Multiplicity   1